Record 1
Density functional theory data (ωB97M-V/def2-TZVPD) for C15H13N3OS in the gas phase in a non-equilibrium geometry.

Values from the calculation:
**Relative energy (zero: lowest compared OMol25 entry of this formula, charge and spin)**: 1.3683 eV
**LUMO level**: 0.43 eV
**SMILES**: Cc1cccc([C@@]23SCCN2C(=O)c2cccnc23)n1

Last column: Löwdin charge in e.
Element x y z (Å)
O -1.821 -2.399 -1.577  0.127
N -0.727 1.456 0.337  0.186
N 2.354 -0.702 -0.784  0.164
S 0.761 -1.941 1.973  0.934
C -1.136 -1.572 -1.085  -0.401
C 2.759 -0.833 -2.066  -0.090
C -0.707 2.762 0.511  -0.384
C 0.189 0.707 0.936  -0.237
C 1.003 -0.901 -0.656  -0.229
C 1.895 -1.125 -3.175  -0.008
C 0.219 3.356 1.326  -0.037
C 1.080 1.237 1.830  -0.042
C 1.085 2.590 2.070  -0.044
C 0.566 -1.427 -2.894  0.036
C 0.177 -1.243 -1.608  -0.128
N -1.169 -1.260 0.268  0.001
C -1.652 3.510 -0.269  -0.051
C 0.189 -0.781 0.586  -0.482
C -0.789 -2.976 1.818  -0.427
C -1.860 -2.229 1.109  -0.199
H 3.779 -0.683 -2.277  0.087
H 2.281 -1.239 -4.168  0.096
H 0.239 4.462 1.531  0.133
H 1.784 0.627 2.266  0.069
H 1.737 3.026 2.808  0.111
H -0.115 -1.660 -3.591  0.091
H -1.077 3.697 -1.235  0.118
H -1.810 4.445 0.206  0.055
H -2.698 3.120 -0.452  0.108
H -1.191 -3.478 2.769  0.108
H -0.372 -3.822 1.199  0.077
H -2.463 -1.705 1.760  0.090
H -2.509 -3.019 0.533  0.169



Record 2
Density functional theory data (ωB97M-V/def2-TZVPD) for a molecular structure, C15H13N5O4RuS.

Values from the calculation:
**Spin multiplicity**: 5
**LUMO level (spin up / spin down)**: -6.92 / -9.25 eV
**Net charge**: +2
**⟨S²⟩**: 6.0194

Last column: Löwdin charge in e.
Element x y z (Å)
Ru -0.388 -1.128 -1.158  1.385
O -0.059 0.457 -4.831  0.208
C -0.009 0.375 -3.651  -0.484
O -0.693 -0.585 -2.951  -0.253
C 0.742 1.302 -2.752  -0.164
C 1.288 2.495 -3.201  0.066
C 1.869 3.344 -2.275  0.030
C 1.867 2.985 -0.930  0.062
C 1.334 1.761 -0.579  -0.148
N 0.800 0.924 -1.480  0.101
C 1.168 1.354 0.848  -0.390
O 1.079 2.071 1.790  0.218
O 1.144 -0.022 0.917  0.008
H 1.229 2.738 -4.253  0.146
H 2.296 4.287 -2.587  0.136
H 2.264 3.639 -0.166  0.144
C 0.467 -1.055 3.004  0.031
C 0.084 -0.732 1.588  -0.436
N -0.045 -1.871 0.646  -0.125
N 0.660 -3.000 0.857  0.039
C 0.985 -3.744 -0.221  -0.716
N 1.550 -4.923 -0.054  0.175
S 0.653 -3.122 -1.784  0.812
C -1.224 0.030 1.379  -0.187
C -1.865 0.768 2.339  0.041
C -3.007 1.482 1.976  0.028
C -3.458 1.441 0.669  0.008
C -2.762 0.687 -0.257  -0.052
N -1.672 -0.007 0.096  -0.022
H 1.420 -1.584 3.027  0.104
H -0.305 -1.634 3.512  0.118
H 0.625 -0.119 3.539  0.111
H 0.840 -3.297 1.811  0.176
H 1.740 -5.319 0.855  0.147
H 1.814 -5.473 -0.859  0.138
H -1.489 0.806 3.351  0.137
H -3.530 2.072 2.717  0.138
H -4.342 1.982 0.361  0.134
H -3.070 0.614 -1.292  0.135



Record 3
Density functional theory data (ωB97M-V/def2-TZVPD) for a molecular structure, C15H13NO2ReSbSe4.

Values from the calculation:
**LUMO level**: -9.22 eV
**Net charge**: +2

Last column: Löwdin charge in e.
Element x y z (Å)
Re 0.228 -0.790 -2.134  0.860
Se 3.577 -4.154 -2.679  0.158
Sb 2.451 -2.867 -4.232  0.043
Se -0.121 -2.963 -2.532  0.310
Se 2.450 -0.506 -2.686  0.221
Se 1.863 -2.514 -6.411  0.192
C -1.189 2.010 -4.782  0.047
C -1.340 1.642 -3.357  -0.446
O -1.765 2.170 -2.404  0.190
O -0.828 0.250 -3.164  -0.377
H -1.541 3.028 -4.924  0.114
H -1.772 1.317 -5.390  0.115
H -0.142 1.922 -5.071  0.108
N 0.101 -0.465 -0.444  -0.167
C -0.005 -0.198 0.872  -0.166
C 1.198 -0.285 1.648  -0.160
C 2.249 -1.138 1.252  -0.008
C 3.408 -1.185 1.991  -0.030
C 3.551 -0.363 3.110  -0.002
C 2.531 0.498 3.501  -0.021
C 1.354 0.537 2.783  0.009
C -1.296 0.151 1.388  -0.158
C -1.616 -0.177 2.722  0.006
C -2.863 0.132 3.222  -0.023
C -3.787 0.788 2.415  0.000
C -3.480 1.124 1.096  -0.022
C -2.251 0.794 0.574  0.009
H 2.121 -1.794 0.400  0.094
H 4.205 -1.860 1.712  0.123
H 4.471 -0.393 3.678  0.129
H 2.663 1.142 4.359  0.127
H 0.572 1.233 3.056  0.131
H -0.904 -0.719 3.329  0.130
H -3.123 -0.141 4.235  0.127
H -4.761 1.039 2.815  0.129
H -4.204 1.650 0.490  0.126
H -2.002 1.085 -0.438  0.082



Record 4
Density functional theory data (ωB97M-V/def2-TZVPD) for a molecular structure, C15H14AsF5O6S4Sb2SeV in a non-equilibrium geometry.

Values from the calculation:
**Relative energy (zero: lowest compared OMol25 entry of this formula, charge and spin)**: 2.0427 eV
**Spin multiplicity**: 4
**LUMO level (spin up / spin down)**: 4.18 / 3.36 eV
**Net charge**: -2
**⟨S²⟩**: 3.7845

Last column: Löwdin charge in e.
Element x y z (Å)
V 0.235 -0.155 0.307  0.350
O 1.479 1.100 0.899  -0.441
As -0.776 2.744 2.056  1.212
O -1.944 3.800 2.511  -0.639
O -0.408 -0.779 1.621  -0.538
C 0.144 3.826 0.661  -0.353
C 0.850 4.961 1.055  -0.117
C 1.502 5.749 0.121  -0.101
C 1.448 5.422 -1.232  -0.095
C 0.736 4.309 -1.641  -0.058
C 0.102 3.520 -0.689  -0.285
S -0.812 2.091 -1.207  0.484
O 0.151 1.033 -1.559  -0.395
O -1.678 2.510 -2.267  -0.276
O -1.445 1.622 0.064  -0.478
H 2.168 0.645 1.396  -0.038
H 0.879 5.237 2.104  0.093
H 2.050 6.627 0.442  0.091
H 1.953 6.040 -1.964  0.093
H 0.660 4.045 -2.689  0.116
S 0.541 -5.101 1.162  -0.303
Sb 0.545 -3.481 -0.439  0.221
S -1.266 -2.032 -1.009  -0.112
S 2.058 -1.706 -0.131  -0.052
C 0.519 0.127 4.937  -0.359
Sb 1.350 -1.607 3.947  1.269
C 2.282 -2.383 5.772  -0.390
C -0.431 -2.769 4.233  -0.347
H 0.282 -0.108 5.976  -0.013
H -0.391 0.406 4.406  -0.027
H 1.210 0.969 4.905  -0.016
H 1.614 -2.259 6.627  -0.020
H 3.222 -1.867 5.978  -0.027
H 2.496 -3.445 5.639  -0.019
H -0.643 -2.863 5.299  -0.007
H -0.306 -3.751 3.778  -0.045
H -1.246 -2.253 3.728  -0.005
F -0.406 -3.492 -7.708  0.099
C -0.979 -3.021 -6.590  -0.151
C -2.243 -3.444 -6.224  -0.154
F -2.892 -4.330 -7.000  0.091
C -2.820 -2.958 -5.068  -0.263
F -4.043 -3.408 -4.761  0.060
C -2.183 -2.031 -4.243  -0.507
Se -2.985 -1.418 -2.649  0.660
C -0.916 -1.617 -4.647  -0.259
F -0.246 -0.716 -3.943  0.092
C -0.317 -2.105 -5.797  -0.144
F 0.901 -1.685 -6.167  0.106



Record 5
Density functional theory data (ωB97M-V/def2-TZVPD) for 11 unconnected molecules or ions with the total composition C15H14BrCl41NO5P2 in a non-equilibrium geometry.

Values from the calculation:
**LUMO level**: 0.93 eV
**Net charge**: -1

Last column: Löwdin charge in e.
Element x y z (Å)
N -3.469 -0.351 -0.741  -0.026
C -3.021 -1.700 -1.179  -0.293
C -1.668 -2.037 -0.560  -0.267
C -0.805 -2.986 -1.390  -0.351
P -1.126 -4.830 -1.153  0.426
Cl 0.977 -5.378 -1.724  0.092
O -2.736 -4.601 -0.564  -0.339
C -3.245 -5.765 0.048  -0.347
C -2.710 -6.921 -0.777  -0.931
Br -2.939 -8.544 0.376  0.673
P -3.774 -7.175 -2.290  0.426
O -5.097 -6.556 -2.196  -0.290
O -3.909 -8.753 -2.564  -0.180
O -2.896 -6.699 -3.511  -0.132
O -1.435 -6.648 -1.070  -0.378
H -3.233 -0.277 0.246  0.048
H -4.485 -0.347 -0.742  0.047
H -2.964 -1.745 -2.266  0.105
H -3.736 -2.454 -0.850  0.092
H -1.137 -1.079 -0.487  0.092
H -1.796 -2.401 0.462  0.104
H 0.243 -2.806 -1.142  0.017
H -0.902 -2.760 -2.455  0.071
H -1.532 -4.962 -2.496  -0.012
H -0.671 -4.831 0.192  0.040
H -4.327 -5.687 0.107  0.038
H -2.852 -5.810 1.072  0.106
H -4.836 -8.978 -2.403  0.079
H -2.385 -7.420 -3.904  0.052
C 0.110 -6.290 -6.186  -2.043
Cl -0.100 -5.130 -4.894  0.559
Cl -0.089 -7.929 -5.540  0.536
Cl -1.098 -6.017 -7.451  0.511
Cl 1.729 -6.140 -6.885  0.496
C 5.178 -6.461 -3.466  -2.039
Cl 3.756 -6.210 -2.477  0.486
Cl 6.128 -7.844 -2.871  0.483
Cl 4.689 -6.797 -5.136  0.496
Cl 6.191 -5.008 -3.446  0.499
C 3.200 -0.599 -0.824  -2.047
Cl 2.412 0.405 -2.044  0.530
Cl 3.303 -2.259 -1.391  0.522
Cl 4.834 0.020 -0.519  0.507
Cl 2.275 -0.532 0.677  0.500
C -0.062 3.309 2.559  -2.049
Cl 0.057 4.716 1.496  0.486
Cl -1.748 3.035 3.000  0.527
Cl 0.585 1.900 1.722  0.500
Cl 0.887 3.610 4.023  0.514
C 3.299 6.907 0.254  -2.051
Cl 1.574 7.093 -0.072  0.501
Cl 4.225 7.509 -1.126  0.525
Cl 3.722 7.838 1.693  0.500
Cl 3.670 5.205 0.517  0.532
C 4.207 11.224 3.877  -2.048
Cl 4.330 12.857 4.535  0.511
Cl 4.361 11.276 2.122  0.521
Cl 5.484 10.212 4.555  0.534
Cl 2.632 10.534 4.294  0.494
C -7.818 -5.497 0.690  -2.049
Cl -7.497 -3.869 1.309  0.510
Cl -8.047 -5.431 -1.048  0.550
Cl -6.456 -6.542 1.082  0.570
Cl -9.289 -6.129 1.461  0.494
C 0.793 15.280 6.412  -2.056
Cl 0.924 16.704 5.372  0.516
Cl -0.900 15.026 6.845  0.523
Cl 1.406 13.871 5.552  0.478
Cl 1.744 15.537 7.880  0.526
C -1.236 12.927 2.144  -2.053
Cl -1.102 14.574 2.770  0.508
Cl -1.022 12.945 0.392  0.528
Cl 0.011 11.918 2.878  0.484
Cl -2.830 12.277 2.537  0.529
C 6.741 -4.977 1.140  -2.053
Cl 6.320 -5.745 2.675  0.522
Cl 7.036 -6.206 -0.086  0.502
Cl 5.412 -3.952 0.611  0.509
Cl 8.206 -4.002 1.357  0.507



Record 6
Density functional theory data (ωB97M-V/def2-TZVPD) for C15H14Cl2N2O in the gas phase.

Values from the calculation:
**Relative energy (zero: lowest compared OMol25 entry of this formula, charge and spin)**: 0.0000 eV
**LUMO level**: 0.67 eV
**SMILES**: O=C(NCc1ccccc1Cl)NCc1ccccc1Cl

Last column: Löwdin charge in e.
Element x y z (Å)
O 2.589 -1.748 -1.699  0.046
C 1.493 -1.539 -1.220  -0.612
N 1.223 -0.478 -0.410  0.062
H 0.335 -0.405 0.056  0.106
C 2.177 0.586 -0.212  -0.145
C 1.534 1.932 -0.410  -0.227
C 1.535 2.873 0.613  -0.040
C 0.932 4.108 0.457  -0.084
C 0.303 4.422 -0.735  -0.086
C 0.285 3.502 -1.768  -0.108
C 0.897 2.270 -1.602  -0.589
Cl 0.869 1.147 -2.923  0.754
H -0.198 3.733 -2.704  0.102
H -0.172 5.382 -0.865  0.104
H 0.951 4.822 1.266  0.102
H 2.024 2.628 1.545  0.111
H 2.613 0.531 0.793  0.126
H 2.975 0.417 -0.944  0.127
N 0.442 -2.391 -1.436  0.051
H 0.674 -3.166 -2.036  0.134
C -0.959 -2.066 -1.269  -0.168
C -1.382 -2.041 0.181  -0.251
C -1.893 -0.882 0.757  -0.059
C -2.262 -0.846 2.090  -0.077
C -2.123 -1.978 2.875  -0.079
C -1.626 -3.145 2.322  -0.100
C -1.262 -3.172 0.985  -0.599
Cl -0.662 -4.645 0.313  0.730
H -1.521 -4.036 2.920  0.104
H -2.404 -1.957 3.916  0.105
H -2.655 0.065 2.515  0.105
H -2.009 0.003 0.146  0.118
H -1.184 -1.094 -1.727  0.115
H -1.539 -2.831 -1.791  0.124



Record 7
Density functional theory data (ωB97M-V/def2-TZVPD) for a molecular structure, C15H14ClFN6Tc in a non-equilibrium geometry.

Values from the calculation:
**Spin multiplicity**: 4
**LUMO level (spin up / spin down)**: -8.43 / -8.66 eV
**Net charge**: +2
**⟨S²⟩**: 3.8254

Last column: Löwdin charge in e.
Element x y z (Å)
Tc -0.996 0.032 0.443  1.364
N 1.761 -1.913 -0.680  0.230
C 2.017 -0.668 -0.315  -0.397
N 3.279 -0.335 -0.150  0.197
C 3.563 0.927 0.154  -0.388
N 4.807 1.274 0.395  0.242
N 2.613 1.910 0.209  0.208
C 1.393 1.533 0.057  -0.280
N 0.970 0.228 -0.113  -0.020
C 0.351 2.585 0.021  -0.201
C 0.678 3.926 0.100  0.041
C -0.325 4.866 -0.094  0.019
C -1.610 4.435 -0.382  0.009
C -1.866 3.074 -0.403  -0.085
N -0.914 2.165 -0.182  -0.034
H 2.554 -2.521 -0.812  0.145
H 0.835 -2.242 -0.891  0.073
H 5.544 0.589 0.330  0.142
H 5.033 2.235 0.595  0.138
H 1.701 4.215 0.289  0.130
H -0.099 5.923 -0.037  0.136
H -2.407 5.136 -0.585  0.132
H -2.861 2.710 -0.614  0.108
Cl -2.767 0.018 1.934  0.739
C -3.129 0.023 0.242  -0.538
H -3.629 0.938 -0.059  0.017
H -3.666 -0.865 -0.070  0.049
F -1.225 -6.069 -0.241  0.137
C -1.191 -4.761 -0.081  -0.252
C -0.828 -4.245 1.158  0.029
C -0.789 -2.874 1.319  -0.105
C -1.103 -2.017 0.252  -0.378
C -1.487 -2.577 -0.979  -0.132
C -1.528 -3.945 -1.157  0.027
H -0.588 -4.920 1.967  0.139
H -0.507 -2.471 2.286  0.107
H -1.758 -1.927 -1.807  0.114
H -1.824 -4.393 -2.097  0.139



Record 8
Density functional theory data (ωB97M-V/def2-TZVPD) for a molecular structure, C15H14CoN5OS.

Values from the calculation:
**Relative energy (zero: lowest compared OMol25 entry of this formula, charge and spin)**: 0.0000 eV
**Spin multiplicity**: 5
**LUMO level (spin up / spin down)**: 0.20 / 0.11 eV
**⟨S²⟩**: 6.0276

Last column: Löwdin charge in e.
Element x y z (Å)
Co -1.040 0.167 1.720  0.396
N 1.298 1.903 -0.030  0.140
C 1.841 0.964 0.838  -0.275
C 3.237 0.951 0.969  -0.009
C 3.817 0.033 1.811  -0.057
C 3.010 -0.861 2.509  -0.051
C 1.651 -0.775 2.328  -0.101
N 1.070 0.119 1.508  0.065
C 0.014 2.135 -0.503  -0.290
C -0.129 3.081 -1.529  -0.006
C -1.385 3.346 -2.018  -0.057
C -2.482 2.674 -1.484  -0.057
C -2.248 1.763 -0.482  -0.114
N -1.026 1.488 -0.002  0.056
H 1.992 2.490 -0.461  0.133
H 3.839 1.657 0.412  0.113
H 4.893 0.011 1.925  0.112
H 3.425 -1.598 3.180  0.108
H 0.954 -1.427 2.843  0.079
H 0.742 3.589 -1.923  0.113
H -1.515 4.074 -2.808  0.112
H -3.488 2.860 -1.831  0.107
H -3.061 1.217 -0.019  0.122
O -1.337 1.424 2.803  -0.436
C -0.436 -0.973 -2.011  -0.019
C -0.937 -1.996 -1.035  -0.323
C -1.117 -3.322 -1.396  -0.032
C -1.572 -4.181 -0.407  -0.135
N -1.809 -3.806 0.840  0.059
C -1.606 -2.512 1.122  -0.833
S -1.820 -1.877 2.712  0.623
N -1.199 -1.594 0.208  0.021
H -0.180 -1.438 -2.962  0.079
H 0.451 -0.480 -1.609  0.073
H -1.190 -0.206 -2.187  0.075
H -0.914 -3.668 -2.399  0.101
H -1.745 -5.230 -0.629  0.108



Copy entry 1 word for word.
Density functional theory data (ωB97M-V/def2-TZVPD) for C15H13N3OS in the gas phase in a non-equilibrium geometry.

Values from the calculation:
**Relative energy (zero: lowest compared OMol25 entry of this formula, charge and spin)**: 1.3683 eV
**LUMO level**: 0.43 eV
**SMILES**: Cc1cccc([C@@]23SCCN2C(=O)c2cccnc23)n1

Last column: Löwdin charge in e.
Element x y z (Å)
O -1.821 -2.399 -1.577  0.127
N -0.727 1.456 0.337  0.186
N 2.354 -0.702 -0.784  0.164
S 0.761 -1.941 1.973  0.934
C -1.136 -1.572 -1.085  -0.401
C 2.759 -0.833 -2.066  -0.090
C -0.707 2.762 0.511  -0.384
C 0.189 0.707 0.936  -0.237
C 1.003 -0.901 -0.656  -0.229
C 1.895 -1.125 -3.175  -0.008
C 0.219 3.356 1.326  -0.037
C 1.080 1.237 1.830  -0.042
C 1.085 2.590 2.070  -0.044
C 0.566 -1.427 -2.894  0.036
C 0.177 -1.243 -1.608  -0.128
N -1.169 -1.260 0.268  0.001
C -1.652 3.510 -0.269  -0.051
C 0.189 -0.781 0.586  -0.482
C -0.789 -2.976 1.818  -0.427
C -1.860 -2.229 1.109  -0.199
H 3.779 -0.683 -2.277  0.087
H 2.281 -1.239 -4.168  0.096
H 0.239 4.462 1.531  0.133
H 1.784 0.627 2.266  0.069
H 1.737 3.026 2.808  0.111
H -0.115 -1.660 -3.591  0.091
H -1.077 3.697 -1.235  0.118
H -1.810 4.445 0.206  0.055
H -2.698 3.120 -0.452  0.108
H -1.191 -3.478 2.769  0.108
H -0.372 -3.822 1.199  0.077
H -2.463 -1.705 1.760  0.090
H -2.509 -3.019 0.533  0.169